#1
23
Properties=species:S:1:pos:R:3 method="wB97M-V/def2-TZVPD" orbital_gap_ha=0.280 lumo_energy_ev=0.89 total_charge=0
C -0.22269 -0.28368 0.47938
C 0.34992 0.31015 -0.66980
C 2.07946 0.40758 0.40599
C -2.97311 -0.31874 -0.56164
C 2.82092 -0.90539 0.45071
N -1.66956 -0.72408 -1.02555
N -0.79744 0.43437 1.49473
N -0.01563 1.60957 -1.03022
H -1.58241 -1.73704 -0.94380
H 0.06586 -1.29800 0.72698
H 0.74527 -0.35382 -1.42734
H -0.91390 1.42730 1.36580
H -0.61179 0.12836 2.43502
H -1.00861 1.77870 -0.91954
H 0.25261 1.82836 -1.97918
H 1.92889 0.87432 1.37774
H 2.52981 1.13726 -0.26397
H -3.09268 0.76276 -0.71435
H -3.80154 -0.80593 -1.09801
H -3.14750 -0.49562 0.52049
H 2.40819 -1.57946 1.20513
H 3.88332 -0.77494 0.68497
H 2.77263 -1.42204 -0.51354

#2
23
Properties=species:S:1:pos:R:3 method="wB97M-V/def2-TZVPD" orbital_gap_ha=0.345 lumo_energy_ev=1.07 total_charge=0 smiles=CN[C@](C)(N)N(C)C
C 1.00232 0.96233 1.72167
C 0.99775 -1.60310 0.13275
C -0.12810 -0.55708 0.18091
N -1.09054 -0.97798 1.19004
N 0.27217 0.79590 0.49009
H -1.78391 -0.25316 1.33094
H -1.55411 -1.83940 0.92339
H 0.51732 0.39150 2.51604
H 2.05732 0.64646 1.64558
H 0.99920 2.02291 1.98061
H 1.72802 -1.34409 -0.62987
H 1.48619 -1.65867 1.10112
H 0.58889 -2.58603 -0.10043
C 1.04695 1.34599 -0.84276
C -1.90383 0.30612 -1.34328
N -0.65616 -0.42598 -1.19854
H -0.72324 -1.33641 -1.64441
H -1.80863 1.25098 -0.81231
H 0.91009 2.41904 -0.73753
H 2.09306 1.06227 -0.69136
H 0.79283 1.09784 -1.86921
H -2.77624 -0.22687 -0.94118
H -2.06735 0.50743 -2.40225

#3
23
Properties=species:S:1:pos:R:3 method="wB97M-V/def2-TZVPD" orbital_gap_ha=0.363 lumo_energy_ev=0.99 total_charge=0 smiles=CC(C)[C@H](N)CNN
C -0.02248 0.27847 0.93297
C -1.19573 -0.58143 0.07823
C 1.21434 -0.58702 0.82504
C -1.03044 -0.44740 -1.42786
C -2.54734 -0.03707 0.52316
N 2.42056 0.29647 0.31162
N 2.70224 0.18933 -1.07202
N 0.03785 1.63060 0.49834
H 3.26200 -0.00624 0.79597
H -0.37068 0.27802 1.97017
H -1.13677 -1.64094 0.35090
H 2.61351 -0.76955 -1.42568
H 2.05132 0.77051 -1.59124
H 0.49276 1.73028 -0.40018
H 0.48822 2.23249 1.17481
H 1.50710 -0.94280 1.81157
H 1.15694 -1.46446 0.16945
H -1.06890 0.60034 -1.72294
H -1.83824 -0.96416 -1.94748
H -0.08297 -0.86198 -1.76953
H -2.58535 1.03617 0.34738
H -3.36198 -0.51981 -0.01758
H -2.70596 -0.21982 1.58487

Least stable structure among those shown: #1.